Molecular formula: C20H28Cl13F9P
Method: DFT, ωB97M-V/def2-TZVPD

maximum force = 2.890 eV/Å
HOMO = -4.32 eV
LUMO = 1.3 eV
total charge = -1
multiplicity = 1
calculated total energy = -8001.44023 a.u.
HOMO-LUMO gap = 5.6 eV
relative energy (zero: lowest compared OMol25 entry of this formula, charge and spin) = 60.90 kcal/mol

Geometry (Å):
C 8.172 -2.830 1.733
C 6.993 -1.845 1.403
C 5.645 -2.123 1.877
C 4.569 -1.194 1.512
C 4.761 0.001 0.719
C 3.629 0.972 0.288
P 2.441 1.527 1.685
Cl 4.058 2.562 2.737
C 0.988 0.683 0.716
C -0.397 0.745 1.471
C -0.812 -0.576 2.201
F -0.984 -0.268 3.557
F 0.188 -1.541 2.190
C -2.080 -1.274 1.585
F -1.858 -1.513 0.250
F -2.161 -2.538 2.177
C -3.449 -0.562 1.877
F -3.495 0.756 1.526
F -3.732 -0.629 3.219
C -4.691 -1.247 1.147
F -5.779 -0.460 1.458
F -4.587 -1.173 -0.212
F -4.921 -2.502 1.578
C 6.166 0.262 0.271
C 7.265 -0.639 0.615
H 7.771 -3.879 1.765
H 8.725 -2.556 2.660
H 8.846 -2.809 0.832
H 5.438 -3.037 2.483
H 3.538 -1.434 1.867
H 4.128 1.896 -0.086
H 3.082 0.557 -0.609
H 2.623 0.324 2.460
H 1.553 2.014 2.722
H 2.136 2.754 0.942
H 0.863 1.313 -0.215
H 1.262 -0.341 0.340
H -0.484 1.635 2.151
H -1.182 0.919 0.676
H 6.455 1.159 -0.366
H 8.277 -0.375 0.242
C 5.747 4.247 -2.018
Cl 5.769 2.721 -1.121
Cl 5.720 5.638 -0.926
H 6.638 4.304 -2.638
H 4.859 4.275 -2.644
C -7.715 1.722 -0.620
Cl -7.433 3.284 -1.399
Cl -9.415 1.522 -0.179
H -7.435 0.929 -1.308
H -7.108 1.662 0.279
C -4.656 3.043 -4.202
Cl -2.896 3.064 -4.060
Cl -5.166 3.179 -5.891
H -5.031 2.109 -3.795
H -5.064 3.880 -3.643
C -5.477 -0.320 -7.084
Cl -4.061 -1.046 -7.850
Cl -6.711 0.099 -8.278
H -5.898 -1.030 -6.377
H -5.172 0.584 -6.564
C -3.945 -3.405 4.958
Cl -4.715 -2.525 6.285
Cl -3.022 -4.790 5.555
H -4.714 -3.762 4.279
H -3.272 -2.734 4.435
C 0.095 -1.866 -2.114
Cl 0.995 -1.586 -3.611
Cl 1.171 -2.298 -0.786
H -0.440 -0.957 -1.850
H -0.610 -2.677 -2.274